No. 1
This record from the OMol25 dataset describes C10H27ClI2InN3O2P2 as an isolated structure at a distorted geometry. The level of theory is the ωB97M-V functional and the def2-TZVPD basis.

Geometry as XYZ:
```
48
Properties=species:S:1:pos:R:3
I 0.78 2.75 -2.17
I 2.45 -1.86 -3.35
In 0.68 0.07 -1.87
P -0.88 -0.10 -4.22
C 0.05 -0.17 -5.77
C -1.82 -1.65 -4.20
H -2.82 1.22 -3.65
H -2.75 0.88 -5.40
H -1.71 2.14 -4.68
C -2.15 1.14 -4.52
H -2.29 -1.83 -3.24
H -2.62 -1.62 -4.95
H -0.66 -0.07 -6.60
H 0.61 -1.11 -5.88
H -1.16 -2.49 -4.43
H 0.77 0.66 -5.82
C 1.20 -2.68 -1.44
O 0.60 -3.64 -1.20
Cl -1.69 -0.23 -1.20
C 0.22 -2.46 1.85
N -0.04 -1.18 2.51
C -0.32 -1.27 3.95
P 0.57 0.22 1.85
O 1.04 -0.05 0.42
N -0.61 1.30 2.22
C -0.35 2.74 2.07
C -2.02 0.97 2.02
N 1.88 0.93 2.60
C 1.85 1.15 4.04
C 3.23 0.78 2.02
H -0.08 -3.28 2.53
H 1.29 -2.57 1.64
H -0.34 -2.56 0.92
H 0.61 -1.47 4.50
H -0.79 -0.37 4.35
H -1.00 -2.11 4.14
H -0.61 3.09 1.06
H -0.98 3.26 2.82
H 0.70 2.94 2.28
H -2.34 1.15 0.98
H -2.22 -0.07 2.28
H -2.61 1.62 2.68
H 2.15 0.23 4.57
H 2.57 1.95 4.31
H 0.86 1.44 4.38
H 3.59 -0.26 2.14
H 3.21 1.02 0.94
H 3.94 1.46 2.52
```

total charge	+2
highest occupied orbital energy (spin up / spin down)	-13.9 / -13.9	eV
LUMO (spin up / spin down)	-9.892 / -10.865	eV
frontier orbital gap (spin up / spin down)	0.1461 / 0.1103	hartree

No. 2
This record from the OMol25 dataset describes a 5-piece molecular cluster, C10H27N10O5 overall at a distorted geometry. The level of theory is the ωB97M-V functional and the def2-TZVPD basis.

Geometry as XYZ:
```
52
Properties=species:S:1:pos:R:3
O 2.16 -0.51 0.14
C 2.28 0.66 -0.66
C 0.89 1.33 -0.71
C -0.07 0.53 -1.59
N -1.46 0.61 -1.08
C -2.35 -0.43 -1.24
C -3.47 -0.03 -0.64
N -3.24 1.22 -0.14
C -2.00 1.61 -0.43
H 2.06 -1.30 -0.42
H 2.67 0.46 -1.66
H 2.90 1.34 -0.09
H 0.56 1.37 0.33
H 0.99 2.36 -1.07
H 0.21 -0.52 -1.59
H -0.06 0.88 -2.62
H -2.18 -1.36 -1.75
H -4.41 -0.53 -0.53
H -3.85 1.84 0.38
H -1.52 2.53 -0.18
C -4.11 1.45 3.43
O -3.76 2.54 2.99
N -4.69 1.30 4.64
N -3.93 0.30 2.70
H -4.99 0.42 5.02
H -4.83 2.13 5.19
H -3.50 0.44 1.81
H -4.21 -0.61 3.00
C -2.23 5.32 0.93
O -1.92 4.36 0.22
N -1.88 6.59 0.62
N -2.95 5.16 2.07
H -2.12 7.39 1.18
H -1.35 6.73 -0.22
H -3.22 4.22 2.33
H -3.22 5.92 2.67
C 5.46 -3.02 -0.56
O 5.83 -3.64 -1.55
N 4.43 -2.13 -0.60
N 6.05 -3.18 0.66
H 4.11 -1.61 0.20
H 3.98 -2.00 -1.48
H 6.81 -3.83 0.72
H 5.76 -2.68 1.49
C 2.54 -5.17 -2.30
O 2.50 -4.51 -1.27
N 1.40 -5.67 -2.89
N 3.70 -5.47 -2.94
H 1.41 -6.21 -3.73
H 0.53 -5.47 -2.44
H 4.56 -5.13 -2.54
H 3.74 -6.01 -3.79
```

total charge	+1
highest occupied orbital energy	-11.4	eV
LUMO	-2.070	eV
frontier orbital gap	0.3428	hartree

No. 3
This record from the OMol25 dataset describes a 6-piece molecular cluster, C10H27N7O15P overall. The level of theory is the ωB97M-V functional and the def2-TZVPD basis.

Geometry as XYZ:
```
60
Properties=species:S:1:pos:R:3
C -3.57 -0.47 -1.07
C -2.17 0.03 -0.69
N -1.35 0.13 -1.90
C -0.11 0.94 -1.71
C 0.98 0.38 -2.69
O 0.55 -0.79 -3.39
O 0.95 -1.89 -2.56
N 0.29 0.88 -0.30
P 1.62 1.75 0.16
O 2.73 0.90 0.68
C -0.47 2.40 -2.09
O -0.56 2.62 -3.31
O -0.65 3.17 -1.13
H -3.72 -1.49 -0.72
H -4.34 0.18 -0.69
H -3.67 -0.51 -2.16
H -2.25 0.98 -0.17
H -1.73 -0.73 -0.05
H -1.88 0.58 -2.62
H 1.17 1.10 -3.48
H 1.87 0.08 -2.15
H 0.12 -2.37 -2.44
H 0.47 -0.08 -0.03
H 2.00 2.55 -0.92
H 1.21 2.62 1.18
C -0.49 -4.06 0.28
N -1.77 -3.91 -0.47
O -2.78 -4.38 -0.01
O -1.67 -3.29 -1.51
H -0.68 -4.59 1.21
H 0.19 -4.61 -0.36
H -0.12 -3.05 0.46
C -0.82 -1.67 4.08
N -1.01 -1.59 2.61
O -0.38 -0.73 2.02
O -1.75 -2.39 2.07
H -0.12 -0.88 4.34
H -1.78 -1.52 4.56
H -0.42 -2.65 4.32
C 2.93 1.69 3.52
N 1.77 1.25 4.34
O 1.83 0.15 4.87
O 0.84 2.01 4.43
H 3.68 0.91 3.53
H 2.57 1.87 2.51
H 3.31 2.61 3.96
C -2.29 3.88 1.98
N -3.65 3.47 1.52
O -4.47 4.34 1.30
O -3.82 2.29 1.38
H -2.27 4.96 2.05
H -2.12 3.42 2.94
H -1.59 3.52 1.23
C 3.72 -1.81 -4.38
N 4.77 -0.96 -3.75
O 4.39 -0.01 -3.10
O 5.93 -1.27 -3.93
H 2.75 -1.41 -4.12
H 3.90 -1.79 -5.45
H 3.85 -2.82 -3.99
```

total charge	-1
highest occupied orbital energy	-4.8	eV
LUMO	2.067	eV
frontier orbital gap	0.2540	hartree

No. 4
This record from the OMol25 dataset describes a 3-piece molecular cluster, C10H27NO3S overall at a distorted geometry. The level of theory is the ωB97M-V functional and the def2-TZVPD basis.

Geometry as XYZ:
```
42
Properties=species:S:1:pos:R:3
C 2.63 0.91 -3.57
C 2.46 -0.15 -2.38
N 1.31 0.19 -1.44
C 1.58 1.47 -0.70
C -0.04 0.40 -2.14
C -0.53 -0.84 -2.99
C 1.30 -0.95 -0.52
C 0.21 -0.99 0.53
O 0.49 -1.92 1.58
C -0.09 -3.17 1.56
H 3.43 0.60 -3.93
H 2.92 1.98 -3.65
H 1.75 0.73 -4.33
H 3.47 -0.26 -1.82
H 2.12 -1.05 -2.95
H 1.72 2.38 -1.36
H 2.38 1.21 -0.03
H 0.75 1.83 -0.15
H 0.05 1.10 -2.77
H -0.88 0.67 -1.38
H -1.39 -0.41 -3.50
H -0.79 -1.65 -2.46
H 0.12 -1.15 -3.72
H 2.22 -0.90 -0.11
H 1.14 -1.87 -0.95
H -0.71 -1.32 0.26
H -0.04 0.15 0.94
H 0.47 -3.88 1.95
H -0.18 -3.56 0.44
H -1.09 -3.33 1.91
O -1.74 2.13 0.36
H -2.46 1.98 0.81
C -3.02 -0.02 2.99
S -2.62 1.71 3.24
O -3.83 2.29 4.05
C -1.15 1.68 4.27
H -3.40 -0.52 3.93
H -2.23 -0.58 2.32
H -3.84 0.10 2.28
H -1.32 1.12 5.15
H -0.83 2.49 4.66
H -0.33 1.42 3.63
```

total charge	0
highest occupied orbital energy	-6.1	eV
LUMO	-0.065	eV
energy above the lowest of the compared OMol25 structures with the same formula, charge and spin	0.000	eV
frontier orbital gap	0.2221	hartree

No. 5
This record from the OMol25 dataset describes C10H28N3OPPdS4SbSe2 as an isolated structure at a distorted geometry. The level of theory is the ωB97M-V functional and the def2-TZVPD basis.

Geometry as XYZ:
```
51
Properties=species:S:1:pos:R:3
Pd -0.57 -0.51 0.30
C 0.30 4.55 0.45
Se 0.66 2.64 0.57
C 0.32 2.27 -1.32
C -1.14 2.23 -1.70
Se -2.28 0.93 -0.52
C -2.84 2.43 0.60
H 0.87 4.96 -0.39
H 0.65 5.01 1.37
H -0.76 4.76 0.31
H 0.79 1.30 -1.48
H 0.88 3.03 -1.88
H -1.26 1.79 -2.69
H -1.59 3.22 -1.68
H -2.05 2.65 1.31
H -3.73 2.10 1.13
H -3.05 3.28 -0.04
S 0.14 -2.38 1.60
Sb -0.83 -3.20 -0.47
S -2.65 -0.62 1.30
S -0.27 -1.33 -1.96
S 0.85 -4.69 -1.18
C 3.19 0.77 2.65
N 4.01 0.61 1.45
C 5.43 0.48 1.69
P 3.34 0.00 0.07
O 1.87 -0.10 0.21
N 4.01 -1.46 -0.33
C 3.51 -2.67 0.31
C 5.28 -1.60 -1.01
N 3.82 1.00 -1.16
C 3.41 0.62 -2.51
C 4.77 2.08 -1.08
H 3.26 1.80 3.03
H 3.53 0.08 3.43
H 2.15 0.56 2.42
H 5.83 1.39 2.15
H 5.97 0.31 0.76
H 5.65 -0.36 2.37
H 2.61 -2.46 0.88
H 4.27 -3.09 0.99
H 3.26 -3.42 -0.44
H 5.64 -0.64 -1.37
H 5.18 -2.27 -1.87
H 6.04 -2.02 -0.35
H 2.66 -0.17 -2.46
H 4.26 0.26 -3.10
H 2.97 1.48 -3.02
H 4.91 2.38 -0.04
H 4.40 2.95 -1.63
H 5.75 1.81 -1.50
```

total charge	-1
highest occupied orbital energy (spin up / spin down)	-3.7 / -3.6	eV
LUMO (spin up / spin down)	2.267 / 1.142	eV
energy above the lowest of the compared OMol25 structures with the same formula, charge and spin	2.335	eV
⟨S²⟩	2.028
2S+1	3
frontier orbital gap (spin up / spin down)	0.2184 / 0.1747	hartree

No. 6
This record from the OMol25 dataset describes C10H28N4Rh as an isolated structure at a distorted geometry. The level of theory is the ωB97M-V functional and the def2-TZVPD basis.

Geometry as XYZ:
```
43
Properties=species:S:1:pos:R:3
Rh 0.16 -0.01 -0.31
C 1.08 0.12 2.48
N 0.92 -0.90 1.40
C 0.11 -1.99 1.99
C 2.30 -1.42 0.97
C 2.25 -1.94 -0.45
N 1.66 -0.88 -1.39
C 2.81 0.01 -1.84
C 1.30 -1.52 -2.73
H 1.62 -0.33 3.31
H 0.06 0.43 2.81
H 1.66 0.99 2.08
H 0.60 -2.44 2.86
H -0.11 -2.72 1.22
H -0.85 -1.54 2.33
H 2.59 -2.17 1.70
H 3.03 -0.60 1.03
H 1.61 -2.83 -0.46
H 3.21 -2.19 -0.86
H 3.61 -0.59 -2.28
H 3.18 0.53 -0.97
H 2.42 0.68 -2.58
H 2.19 -1.95 -3.18
H 0.88 -0.72 -3.34
H 0.56 -2.31 -2.49
N -1.88 -0.33 -1.03
C -2.91 0.77 -1.10
C -3.35 1.20 0.29
C -2.38 1.91 1.25
C -1.34 2.83 0.65
N -0.50 2.13 -0.39
H -1.71 -0.78 -1.95
H -2.31 -1.04 -0.43
H -3.83 0.39 -1.61
H -2.56 1.62 -1.69
H -3.79 0.32 0.78
H -4.23 1.83 0.15
H -1.86 1.17 1.93
H -2.96 2.52 1.97
H -0.71 3.24 1.43
H -1.88 3.68 0.18
H 0.35 2.69 -0.48
H -1.02 2.16 -1.27
```

total charge	+3
highest occupied orbital energy (spin up / spin down)	-20.9 / -21.6	eV
LUMO (spin up / spin down)	-9.710 / -14.589	eV
energy above the lowest of the compared OMol25 structures with the same formula, charge and spin	0.000	eV
⟨S²⟩	6.006
2S+1	5
frontier orbital gap (spin up / spin down)	0.4120 / 0.2578	hartree

No. 7
This record from the OMol25 dataset describes C10H29BrGaN5O6P as an isolated structure at a distorted geometry. The level of theory is the ωB97M-V functional and the def2-TZVPD basis.

Geometry as XYZ:
```
53
Properties=species:S:1:pos:R:3
N -0.47 -0.94 -0.12
C -1.40 -0.90 -1.26
N -0.64 -0.69 -2.51
N -1.99 -2.22 -1.28
C -2.39 0.23 -1.04
Ga -4.00 0.28 -2.29
N -3.60 0.12 -4.15
C -5.53 -1.02 -1.81
C -5.59 -1.40 -0.41
O -5.85 -0.70 0.53
Br -5.22 -3.34 -0.05
P -4.95 2.46 -2.02
O -6.20 2.73 -2.72
O -3.80 3.58 -2.43
O -5.14 2.74 -0.40
H 0.36 -1.47 -0.37
H -0.20 0.01 0.05
H -1.15 -0.09 -3.14
H 0.21 -0.22 -2.27
H -2.13 -2.50 -0.32
H -2.87 -2.24 -1.78
H -1.85 1.17 -1.16
H -2.75 0.18 -0.02
H -2.92 -0.60 -4.36
H -3.27 1.00 -4.53
H -5.49 -1.87 -2.47
H -6.45 -0.50 -2.01
H -3.04 3.40 -1.88
H -4.29 2.56 0.00
C 4.47 -2.48 0.65
O 3.24 -1.94 1.08
C 3.03 -1.96 2.48
C 3.10 -0.56 3.07
N 4.45 -0.02 3.02
C 4.55 1.41 3.34
C 3.80 2.41 2.46
O 4.31 2.54 1.15
C 3.85 1.59 0.21
H 4.41 -2.62 -0.43
H 5.31 -1.82 0.87
H 4.66 -3.46 1.11
H 3.74 -2.62 2.98
H 2.03 -2.35 2.66
H 2.76 -0.60 4.11
H 2.38 0.05 2.51
H 4.84 -0.17 2.10
H 5.61 1.67 3.31
H 4.22 1.55 4.37
H 3.93 3.39 2.92
H 2.72 2.22 2.43
H 2.82 1.29 0.41
H 4.49 0.70 0.19
H 3.90 2.04 -0.77
```

total charge	-1
highest occupied orbital energy	-5.6	eV
LUMO	2.266	eV
frontier orbital gap	0.2873	hartree

No. 8
This record from the OMol25 dataset describes C10H29ClO7S5 as an isolated structure. The level of theory is the ωB97M-V functional and the def2-TZVPD basis.

Geometry as XYZ:
```
52
Properties=species:S:1:pos:R:3
C 2.82 4.56 0.03
C 1.67 3.83 -0.62
O 0.65 3.54 0.38
S -0.85 3.74 -0.10
O -1.52 2.47 -0.01
O -1.39 4.48 1.32
Cl -1.45 6.15 1.18
H 3.17 4.02 0.91
H 2.55 5.58 0.31
H 3.64 4.61 -0.69
H 1.98 2.89 -1.08
H 1.21 4.45 -1.40
C 1.25 -0.47 -2.78
S 1.84 -0.50 -1.09
O 2.83 0.61 -0.95
C 2.77 -2.02 -1.23
H 0.67 0.44 -2.90
H 2.10 -0.47 -3.46
H 0.62 -1.34 -2.96
H 3.53 -1.90 -2.01
H 2.08 -2.83 -1.45
H 3.24 -2.20 -0.26
C -0.43 -0.62 1.68
S 0.40 -2.06 2.35
O 0.94 -2.84 1.19
C -1.09 -2.92 2.86
H 0.34 0.04 1.27
H -1.11 -0.93 0.89
H -0.94 -0.11 2.49
H -1.72 -3.09 1.99
H -1.60 -2.33 3.61
H -0.78 -3.87 3.29
C -0.88 2.51 5.06
S -0.13 1.08 5.86
O 0.45 0.25 4.76
C -1.67 0.29 6.34
H -0.07 3.10 4.64
H -1.54 2.16 4.27
H -1.43 3.09 5.80
H -2.27 0.11 5.46
H -2.19 0.92 7.06
H -1.40 -0.66 6.81
C -1.66 -2.27 -6.67
S -1.53 -2.87 -4.98
O -0.08 -2.86 -4.64
C -1.94 -4.58 -5.35
H -1.38 -1.22 -6.65
H -0.97 -2.83 -7.30
H -2.68 -2.38 -7.02
H -1.23 -4.97 -6.07
H -2.96 -4.64 -5.72
H -1.86 -5.13 -4.41
```

total charge	0
highest occupied orbital energy	-8.2	eV
LUMO	0.014	eV
frontier orbital gap	0.3011	hartree

No. 9
This record from the OMol25 dataset describes C10H29FInO11S2 as an isolated structure at a distorted geometry. The level of theory is the ωB97M-V functional and the def2-TZVPD basis.

Geometry as XYZ:
```
54
Properties=species:S:1:pos:R:3
C 2.42 1.51 2.85
C 2.06 1.64 1.69
C 1.56 1.83 0.23
In 0.73 -0.17 -0.50
C 2.33 -1.76 -0.52
C 3.00 -2.04 0.87
C 3.87 -3.19 0.95
C -0.79 -0.79 1.05
C -2.05 -1.58 0.47
C -3.29 -1.71 1.49
C -3.05 -2.72 2.69
S -1.91 -2.12 4.01
O -1.75 -0.67 4.07
O -2.48 -2.56 5.30
O -0.43 -2.91 3.88
S -0.18 -0.03 -2.86
O -1.01 1.17 -3.08
O 1.01 -0.07 -3.75
F -1.02 -1.46 -3.19
H 3.08 1.29 3.73
H 2.34 2.24 -0.47
H 0.65 2.50 0.30
H 1.89 -2.75 -0.88
H 3.17 -1.49 -1.24
H 2.84 -1.35 1.77
H 3.43 -4.22 1.15
H 4.98 -3.14 0.76
H -0.22 -1.35 1.85
H -1.20 0.17 1.51
H -1.74 -2.58 0.01
H -2.43 -0.96 -0.40
H -4.15 -2.15 0.88
H -3.62 -0.68 1.80
H -2.73 -3.75 2.34
H -4.05 -2.87 3.20
H -0.64 -3.70 3.33
O 4.43 2.78 -1.28
H 4.48 3.44 -1.99
H 4.78 1.98 -1.69
O -4.70 0.15 -1.24
H -5.48 0.28 -1.79
H -3.97 0.46 -1.79
O -2.85 3.28 -4.86
H -2.60 2.55 -4.28
H -2.62 4.07 -4.36
O -2.96 1.95 0.88
H -3.10 2.22 1.80
H -3.85 1.90 0.51
O 4.08 1.05 -3.48
H 4.22 1.86 -3.99
H 3.32 0.63 -3.91
O 1.76 4.84 -1.26
H 2.03 4.25 -1.97
H 2.43 4.71 -0.58
```

total charge	-1
highest occupied orbital energy	-4.1	eV
LUMO	2.171	eV
frontier orbital gap	0.2294	hartree